1.
A molecular structure, C11H10N4S6Tl at a distorted geometry, computed with the ωB97M-V functional and the def2-TZVPD basis.

```
32
Properties=species:S:1:pos:R:3:forces:R:3:nbo_charge:R:1
Tl 0.582 1.878 -1.362 0.092 0.291 -0.383 0.6669
C 0.652 -3.071 -1.614 -0.114 0.126 -0.103 -0.6883
C 0.606 -1.648 -1.145 -0.637 0.006 -0.665 0.2527
N -0.188 -0.736 -1.580 0.190 0.166 0.722 -0.2429
N -1.104 -0.982 -2.531 0.034 -1.304 -0.877 -0.4274
C -2.084 -0.105 -2.856 -0.348 0.601 0.268 0.3001
N -2.845 -0.433 -3.909 0.192 -0.282 -0.041 -0.7583
S -2.412 1.294 -1.997 -0.050 0.136 -0.331 -0.1718
C 1.510 -1.244 -0.058 0.507 0.145 0.635 0.1444
C 2.205 -2.191 0.693 -0.149 0.200 -0.181 -0.2181
C 3.012 -1.765 1.736 0.034 0.274 0.007 -0.1398
C 3.083 -0.410 2.021 -0.102 -0.133 -0.086 -0.2262
C 2.355 0.465 1.226 0.099 -0.062 0.114 0.0598
N 1.606 0.064 0.211 -0.072 -0.265 -0.037 -0.4691
H 0.195 -3.205 -2.593 0.045 -0.073 0.003 0.2160
H 0.129 -3.714 -0.906 -0.013 -0.071 0.006 0.2558
H 1.684 -3.406 -1.686 -0.005 -0.049 -0.032 0.2528
H -1.097 -1.886 -3.006 0.008 0.357 0.180 0.3792
H -2.658 -1.230 -4.494 0.023 -0.028 -0.035 0.4003
H -3.578 0.198 -4.187 0.010 0.009 0.098 0.4357
H 2.106 -3.243 0.483 0.042 -0.101 -0.038 0.2297
H 3.581 -2.481 2.309 -0.020 -0.052 0.094 0.2377
H 3.675 -0.034 2.839 0.089 0.022 0.052 0.2407
H 2.360 1.533 1.407 0.115 0.026 0.060 0.2099
S -3.404 4.403 5.162 0.338 -0.213 -0.533 0.1639
C -2.562 3.861 3.886 -0.343 0.125 0.409 -0.5901
S -1.051 4.588 3.359 -0.165 -0.366 -0.278 0.5334
C -0.742 3.532 2.009 1.734 1.630 -0.125 -0.3636
C -1.666 2.455 1.838 -1.073 -2.293 -0.625 -0.4518
S -1.467 1.185 0.792 -0.114 0.927 1.143 0.1960
S -3.055 2.495 2.903 0.190 0.194 -0.004 0.5039
S 0.570 3.834 1.049 -0.537 0.058 0.580 0.0684
```
Forces are in eV/Å.

Computed properties:
Gap between HOMO and LUMO = 0.2182 Ha
Net charge = +1
Molecular weight = 595.0 g mol⁻¹
Highest occupied orbital energy = -11.12 eV

---

2.
2 unconnected molecules or ions with the total composition C6H11NO at a distorted geometry, computed with the ωB97M-V functional and the def2-TZVPD basis.

```
19
Properties=species:S:1:pos:R:3:forces:R:3:nbo_charge:R:1
C -0.940 -2.341 -0.307 1.128 0.716 -0.673 -0.2932
C -1.848 -1.552 -0.984 -1.742 -0.666 0.732 -0.0664
N -1.310 -0.311 -1.390 0.604 -0.819 0.871 -0.5516
C 0.050 -0.383 -0.996 0.371 -0.033 0.489 0.1231
C 0.343 -1.600 -0.411 -2.075 -0.562 0.982 -0.1064
C 1.646 -2.077 0.162 1.506 -1.225 1.614 -0.6460
C 0.998 0.774 -1.005 1.852 -2.128 4.166 -0.6278
H -1.082 -3.341 0.225 0.052 1.624 -1.237 0.2318
H -2.911 -1.880 -1.145 1.203 0.978 -0.014 0.2110
H -1.852 0.588 -1.528 1.093 -1.968 0.168 0.4248
H 2.453 -1.691 -0.467 0.120 -0.703 -0.165 0.2190
H 2.014 -1.742 1.186 -1.217 0.423 -0.900 0.2151
H 1.757 -3.228 0.402 -0.514 2.062 -1.407 0.2248
H 2.079 0.455 -0.632 -2.206 0.225 -1.072 0.2212
H 0.781 1.500 -0.222 -0.508 0.230 -0.064 0.2117
H 1.109 1.240 -1.881 0.333 1.847 -3.492 0.2089
H 0.216 4.521 3.207 0.409 -0.932 0.230 0.4592
H -0.189 5.860 3.077 -1.031 1.720 -0.692 0.4577
O 0.413 5.371 3.594 0.622 -0.789 0.463 -0.9170
```
Forces are in eV/Å.

Computed properties:
Gap between HOMO and LUMO = 0.3131 Ha
Net charge = 0
Molecular weight = 113.2 g mol⁻¹
Energy relative to the best compared isomer or geometry (same formula, charge and spin) = 1.970 eV
Highest occupied orbital energy = -7.93 eV

---

3.
A molecular structure, C5H6BeLiO4 at a distorted geometry, computed with the ωB97M-V functional and the def2-TZVPD basis.

```
17
Properties=species:S:1:pos:R:3:forces:R:3:nbo_charge:R:1
O -3.406 -0.509 0.247 0.481 -0.115 -0.179 -0.8029
C -2.396 -0.340 -0.482 -1.613 -0.581 -0.287 0.9440
O -2.220 -0.951 -1.564 0.376 -0.181 -0.088 -0.8432
O -1.526 0.601 -0.074 1.463 0.576 0.616 -0.5334
C -0.350 0.838 -0.847 -0.484 -0.898 -1.765 -0.0623
Li -3.932 -1.815 -1.115 0.362 0.460 0.200 0.9645
H -0.088 1.892 -0.689 0.264 -0.225 0.379 0.1724
H -0.606 0.776 -1.912 -0.024 -0.093 0.200 0.2322
C 0.839 -0.163 -0.584 -2.406 0.552 -0.248 -0.4667
C 1.156 0.068 0.837 -0.021 1.870 1.950 -0.8140
H 1.642 0.088 -1.290 0.003 -0.003 0.543 0.2479
H 0.532 -1.203 -0.773 -0.155 0.429 -0.061 0.2604
Be 1.687 1.562 1.590 1.659 -2.306 1.275 1.6023
O 2.841 0.254 2.528 -3.114 0.957 -2.875 -0.7009
C 2.322 -0.326 1.455 4.237 0.219 1.366 0.3107
H 3.008 -0.987 0.901 -0.159 -0.211 0.413 0.2158
H 0.498 0.214 1.774 -0.870 -0.450 -1.439 0.2731
```
Forces are in eV/Å.

Computed properties:
Gap between HOMO and LUMO = 0.2160 Ha
Net charge = +1
Molecular weight = 146.1 g mol⁻¹
Energy relative to the best compared isomer or geometry (same formula, charge and spin) = 0.000 eV
Highest occupied orbital energy = -12.85 eV